This record from the OMol25 dataset describes a cluster of 4 separate species, C24H35Br2F8NO11S in total. The level of theory is the ωB97M-V functional and the def2-TZVPD basis.

```
82
Properties=species:S:1:pos:R:3:forces:R:3:lowdin_charge:R:1
N -0.8540 -5.3772 5.6196 -1.441 -0.782 3.045 0.200
C -0.2560 -5.0699 4.7169 1.621 0.852 -3.838 -0.318
O 0.2365 -4.7803 3.5295 -0.136 0.727 0.661 0.034
C -0.8371 -4.4639 2.6208 -0.859 -2.436 0.305 -0.210
O -0.4550 -5.2071 1.4318 -0.614 1.279 -1.079 -0.105
S -0.9474 -4.3883 0.1203 0.106 3.836 -1.133 0.671
O -2.2875 -4.6105 -0.3289 0.180 -1.216 1.186 -0.224
O 0.0067 -4.1983 -0.9198 0.413 -1.457 0.778 -0.204
O -0.9523 -2.9122 0.8436 0.561 -1.474 0.503 -0.177
C -1.1373 -2.9736 2.2866 -0.420 1.633 -0.076 -0.319
C -2.6037 -2.4322 2.4411 -0.956 -0.874 0.148 -0.081
C -3.7427 -3.5144 2.3771 -0.484 0.383 0.647 -0.151
C -4.9941 -3.1095 1.5323 0.391 -0.871 0.400 -0.061
C -5.5742 -1.7136 1.8496 -0.979 -0.654 -0.684 -0.383
F -6.9483 -1.8590 1.8451 0.675 0.255 0.164 0.081
F -5.2642 -1.2435 3.0891 0.288 -0.225 -0.620 0.113
C -5.2763 -0.6101 0.7463 -0.241 0.322 -0.344 -0.509
F -6.3743 -0.4239 0.0012 0.482 0.169 0.395 0.166
F -4.8971 0.5612 1.2867 -0.295 -0.504 -0.053 0.158
F -4.3018 -0.9713 -0.1150 -0.022 -0.142 0.489 0.132
C -0.2026 -1.9290 3.0271 0.642 0.026 -0.717 -0.076
C 0.8820 -1.2934 2.0940 -0.050 0.145 1.014 -0.144
C 2.1031 -2.1952 1.8248 0.806 0.562 -0.571 -0.708
F 1.8301 -3.3495 1.1352 -0.119 0.630 0.435 -0.006
Br 3.0183 -2.7508 3.4829 -1.392 -0.254 0.286 0.762
C 3.1949 -1.3876 0.9365 0.356 0.271 0.035 -0.841
F 2.8983 -0.0692 0.8623 -0.186 -0.699 0.157 0.023
F 3.2096 -1.8473 -0.3312 -0.070 0.029 0.845 0.060
Br 5.0187 -1.4628 1.7009 0.113 0.378 -1.257 0.698
H -1.6749 -5.0921 3.0020 0.087 1.198 -0.088 0.166
H -2.7572 -1.7240 1.5968 0.497 -0.443 0.525 0.129
H -2.7659 -1.8351 3.3619 0.404 -0.547 -0.435 0.124
H -4.0994 -3.6638 3.4242 0.278 -0.031 -0.700 0.126
H -3.4220 -4.5143 2.0251 -0.066 0.683 -0.030 0.101
H -5.7958 -3.8397 1.7877 0.425 0.634 -0.124 0.139
H -4.7986 -3.2747 0.4502 -0.105 0.574 0.661 0.127
H 0.3050 -2.3707 3.9096 -0.380 0.079 -0.583 0.089
H -0.7970 -1.0773 3.4192 0.148 -0.696 -0.426 0.127
H 1.2701 -0.4064 2.6484 -0.154 -0.603 -0.445 0.126
H 0.4310 -0.8677 1.1714 0.460 -0.622 0.396 0.148
O 1.0690 2.3963 2.3181 0.035 -0.066 -0.206 0.087
C 1.3653 3.3925 1.7074 0.203 0.089 0.185 -0.530
O 1.8554 3.2852 0.4634 -0.341 -0.425 -0.168 -0.002
C 2.0436 4.3996 -0.4252 0.386 0.193 0.107 -0.218
C 3.3888 5.0612 -0.2137 -0.611 -0.168 0.208 -0.073
C 1.2862 4.7542 2.3474 -0.559 0.258 -0.051 0.011
H 1.2156 5.1066 -0.3457 0.014 -0.029 0.113 0.114
H 2.0004 3.9866 -1.4335 -0.078 -0.201 0.139 0.122
H 3.4743 5.4799 0.7911 -0.037 0.066 -0.045 0.077
H 3.5436 5.8632 -0.9348 -0.364 -0.522 0.359 0.051
H 4.1932 4.3303 -0.3228 -0.057 -0.003 -0.097 0.083
H 2.2153 4.9545 2.8805 -0.001 0.006 -0.058 0.097
H 0.4614 4.7508 3.0594 0.176 -0.152 0.088 0.090
H 1.0826 5.5596 1.6455 0.246 0.015 -0.032 0.072
O -7.7827 -3.7479 -2.3266 0.269 0.159 0.040 0.106
C -6.7012 -3.9116 -2.8245 -0.224 -0.137 -0.254 -0.531
O -5.7789 -2.9313 -2.7529 -0.038 0.227 0.442 -0.008
C -4.4048 -3.0993 -3.1223 0.183 -0.033 -0.246 -0.236
C -4.1985 -2.8570 -4.6032 -0.151 -0.050 -0.142 -0.061
C -6.3823 -5.1570 -3.6123 0.260 -0.437 0.325 0.010
H -4.0288 -4.0725 -2.8017 -0.069 -0.011 -0.034 0.108
H -3.8478 -2.3526 -2.5555 -0.208 0.007 0.103 0.116
H -4.7482 -3.5799 -5.2082 0.086 -0.049 0.027 0.067
H -3.1404 -2.9257 -4.8596 -0.017 0.005 0.031 0.083
H -4.5645 -1.8669 -4.8803 0.073 0.004 0.079 0.085
H -6.6990 -5.0189 -4.6459 0.039 0.017 0.019 0.095
H -6.9375 -5.9878 -3.1785 -0.167 0.159 -0.102 0.091
H -5.3323 -5.4408 -3.5827 0.029 0.134 -0.188 0.072
O 5.0071 6.7893 -1.3999 1.195 0.918 -0.497 0.068
C 6.0991 6.6016 -1.8734 -0.121 -0.026 -0.300 -0.496
O 7.0450 7.5494 -1.7579 -0.080 0.162 0.438 0.008
C 8.4235 7.3501 -2.0942 0.189 -0.012 -0.256 -0.231
C 8.6757 7.6151 -3.5641 -0.154 -0.045 -0.140 -0.065
C 6.3995 5.3627 -2.6767 0.187 -0.439 0.337 0.023
H 8.7639 6.3605 -1.7846 -0.098 -0.023 -0.047 0.114
H 8.9842 8.0694 -1.4971 -0.221 0.018 0.087 0.123
H 8.1233 6.9194 -4.1976 0.087 -0.051 0.028 0.067
H 9.7380 7.5221 -3.7941 -0.020 0.007 0.025 0.083
H 8.3447 8.6199 -3.8308 0.074 -0.001 0.081 0.085
H 6.1146 5.5305 -3.7153 0.037 0.014 0.020 0.100
H 5.8077 4.5408 -2.2744 -0.149 0.150 -0.110 0.084
H 7.4386 5.0456 -2.6257 0.035 0.134 -0.181 0.074
```
Forces are in eV/Å.

Lowest unoccupied orbital energy (eV): 0.2
HOMO level (eV): -9.722
Kohn-Sham gap (eV): 9.920
E_tot (eV): -222125.0872

=====

This record from the OMol25 dataset describes a structure of composition C24H35Cl2N2O4PS4SbSe4Ti. The level of theory is the ωB97M-V functional and the def2-TZVPD basis.

```
78
Properties=species:S:1:pos:R:3:forces:R:3:lowdin_charge:R:1
Ti 0.2474 -1.3220 0.3607 0.715 0.019 1.123 0.650
S -2.0171 -5.2859 2.5025 -0.316 -0.257 -0.009 -0.083
Sb -1.0458 -3.2053 2.9900 0.145 0.201 -0.122 0.053
S 2.1845 -1.5973 2.6901 -0.095 -0.191 -0.001 0.411
S -1.9079 -1.6782 1.4274 -0.066 -0.272 -0.141 0.108
S -1.1007 -2.5722 5.1239 -0.075 0.022 0.156 -0.146
Se 1.3158 -3.5741 2.0265 0.084 0.421 -0.151 0.241
Se 0.4745 -6.0431 -0.0317 -0.086 -0.082 -0.114 -0.046
Se -1.7839 -5.9700 0.2205 0.137 -0.095 0.170 -0.278
Se -2.8221 -4.6191 -1.2324 0.037 0.104 0.027 -0.066
O 1.1498 0.1778 0.9380 -0.035 -0.610 0.082 -0.404
N 0.8913 -0.6027 2.1065 -0.133 0.300 -0.522 -0.673
C -1.2272 4.6760 3.0071 0.002 -0.001 0.034 -0.117
C -1.0488 3.6614 1.8783 0.010 0.022 0.031 -0.545
C 0.4250 3.6047 1.4588 0.036 -0.031 0.015 -0.136
P -1.6633 1.9112 2.0846 -0.247 0.014 -0.300 1.085
C -1.5255 1.4079 3.8651 0.046 -0.076 0.019 -0.545
C -2.5463 1.9573 4.8603 -0.013 -0.008 -0.007 -0.112
C -0.1023 1.5946 4.3943 0.040 0.012 -0.013 -0.122
C -3.5160 2.0244 1.8234 -0.027 -0.030 0.061 -0.551
C -3.8231 1.6551 0.3705 -0.002 0.009 -0.037 -0.145
C -4.2315 3.3209 2.1957 0.006 0.040 0.003 -0.127
H -0.8489 5.6528 2.6893 -0.005 -0.004 -0.002 0.074
H -0.6579 4.3818 3.8891 -0.016 0.020 -0.018 0.058
H -2.2648 4.8041 3.3056 -0.036 -0.015 0.002 0.049
H -1.6208 4.0129 1.0092 -0.009 -0.011 -0.011 0.094
H 1.0467 3.2290 2.2748 -0.011 0.021 -0.013 0.069
H 0.7855 4.6031 1.1947 -0.002 -0.002 -0.009 0.072
H 0.5791 2.9341 0.6124 -0.012 0.015 0.008 0.057
H -1.6927 0.3262 3.7863 0.033 0.007 -0.004 0.055
H -2.4536 3.0358 4.9939 0.025 0.052 -0.015 0.062
H -2.3792 1.4898 5.8346 0.006 -0.012 -0.016 0.080
H -3.5737 1.7355 4.5699 0.008 0.000 -0.001 0.061
H 0.0849 2.6345 4.6748 0.013 -0.047 -0.012 0.059
H 0.6406 1.2820 3.6611 -0.010 -0.026 0.012 0.043
H 0.0378 0.9770 5.2841 -0.008 -0.001 -0.002 0.078
H -3.9135 1.2208 2.4530 0.031 -0.019 -0.027 0.100
H -3.3107 2.3287 -0.3258 0.000 -0.003 -0.002 0.078
H -4.8943 1.7258 0.1629 -0.002 0.002 0.011 0.077
H -3.5154 0.6297 0.1538 -0.004 0.029 0.033 0.032
H -3.8721 4.1612 1.5966 0.013 -0.009 -0.010 0.070
H -4.1047 3.5802 3.2448 0.011 -0.010 0.024 0.051
H -5.3045 3.2251 2.0050 0.007 -0.010 -0.004 0.075
Cl 6.3170 -1.8912 -4.1527 -0.002 -0.006 -0.010 0.688
C 5.3674 -0.9635 -3.0172 -0.027 -0.017 0.020 -0.576
C 6.0194 -0.3723 -1.9560 0.018 -0.017 -0.019 -0.119
C 5.2963 0.3503 -1.0211 -0.017 0.012 0.011 -0.079
C 3.9344 0.5017 -1.1976 0.002 0.001 -0.018 -0.101
C 3.3035 -0.0616 -2.2937 -0.055 -0.045 -0.031 -0.534
Cl 1.6048 0.2788 -2.4585 0.042 0.022 -0.165 0.843
C 3.9776 -0.8660 -3.2233 0.061 -0.038 0.175 -0.289
N 3.4178 -1.5410 -4.2864 0.026 0.211 -0.238 0.060
C 2.0684 -1.9077 -4.5415 -0.027 -0.097 0.062 -0.245
C 1.4465 -1.4032 -5.6809 0.041 -0.011 0.018 -0.039
C 0.1597 -1.7895 -6.0102 -0.011 0.002 -0.008 -0.090
C -0.5222 -2.6815 -5.1920 -0.013 -0.001 -0.004 -0.076
C 0.0970 -3.1950 -4.0653 0.024 0.020 0.026 -0.027
C 1.4013 -2.8290 -3.7329 -0.056 0.011 0.006 -0.155
C 2.0242 -3.4085 -2.4861 0.059 -0.054 0.032 -0.019
C 1.4470 -2.7345 -1.2743 0.048 0.002 0.027 -0.676
O 2.1361 -2.0959 -0.4350 -0.153 0.158 -0.178 -0.135
O 0.1900 -2.7621 -1.1048 -0.384 0.376 -0.109 -0.172
H 7.0884 -0.5048 -1.8618 -0.002 0.006 0.010 0.101
H 5.7895 0.7861 -0.1639 -0.007 0.001 0.000 0.106
H 3.3273 1.0449 -0.4861 0.018 -0.004 0.015 0.102
H 4.0670 -1.7607 -5.0238 -0.017 -0.026 0.035 0.088
H 1.9841 -0.6882 -6.2919 -0.002 -0.001 0.003 0.111
H -0.3126 -1.3872 -6.8977 -0.004 -0.001 0.004 0.097
H -1.5341 -2.9837 -5.4308 0.004 0.001 -0.006 0.104
H -0.4321 -3.8828 -3.4141 -0.004 -0.005 -0.015 0.099
H 3.1081 -3.3174 -2.4802 -0.007 0.006 0.007 0.129
H 1.7411 -4.4607 -2.3962 0.038 -0.006 0.004 0.105
C -1.7025 -0.3283 -1.9419 -0.147 -0.075 0.146 -0.083
O -0.9341 -0.0249 -0.7669 0.352 -0.017 -0.006 -0.337
H -1.6509 0.5141 -2.6307 -0.011 0.006 -0.005 0.093
H -2.7340 -0.5492 -1.6694 0.005 -0.002 -0.015 0.088
H -1.2579 -1.2150 -2.3860 0.007 0.015 -0.023 0.071
H -1.3284 0.6380 -0.1592 0.009 0.089 0.001 0.019
```
Forces are in eV/Å.

Net charge: -1
Relative energy (zero: lowest compared OMol25 entry of this formula, charge and spin) (kcal/mol): 54.0
Lowest unoccupied orbital energy (eV): 1.8
HOMO level (eV): -4.709
Kohn-Sham gap (eV): 6.480
E_tot (eV): -405345.1098

=====

This record from the OMol25 dataset describes a structure of composition C24H35Cl3N3O11P2V. The level of theory is the ωB97M-V functional and the def2-TZVPD basis.

```
79
Properties=species:S:1:pos:R:3:forces:R:3:lowdin_charge:R:1
V -0.7431 -0.6163 0.0934 0.573 1.409 0.779 0.786
C 0.7057 2.1197 0.9946 0.008 -0.007 0.004 -0.070
N -0.5465 1.4152 1.2556 -0.096 -0.098 -0.097 -0.289
C -1.6610 2.3205 0.9594 -0.027 -0.008 0.004 -0.081
C -0.6142 0.9747 2.6542 0.020 -0.015 -0.004 -0.173
C 0.3030 -0.2085 2.9109 -0.034 0.025 -0.042 -0.162
N -0.1260 -1.3888 2.1399 -0.042 -0.083 -0.037 -0.309
C -1.2551 -2.0573 2.7890 -0.019 0.015 0.006 -0.077
C 0.9954 -2.3352 2.0197 0.009 0.003 0.005 -0.066
H 0.8027 2.9828 1.6694 0.022 0.013 0.018 0.089
H 0.6882 2.5046 -0.0262 -0.003 0.017 0.015 0.082
H 1.5553 1.4541 1.1043 0.059 -0.011 -0.003 0.064
H -1.5924 3.2329 1.5716 0.007 -0.001 -0.002 0.092
H -2.6048 1.8162 1.1508 0.009 0.004 0.003 0.052
H -1.6251 2.5884 -0.0955 0.000 -0.002 -0.002 0.086
H -1.6515 0.6998 2.8564 0.003 0.010 0.003 0.114
H -0.3533 1.8026 3.3326 0.008 -0.006 -0.002 0.128
H 0.3167 -0.4410 3.9858 0.011 0.001 -0.003 0.129
H 1.3269 0.0290 2.6161 0.002 -0.004 -0.009 0.104
H -0.9862 -2.3848 3.8035 0.009 -0.005 -0.002 0.091
H -1.5378 -2.9329 2.2051 -0.003 0.007 -0.015 0.090
H -2.1170 -1.3941 2.8408 0.004 -0.001 0.000 0.081
H 1.2495 -2.7542 3.0035 0.002 0.002 -0.001 0.093
H 1.8593 -1.8184 1.6095 -0.002 -0.006 0.002 0.078
H 0.7178 -3.1402 1.3402 -0.005 0.000 0.001 0.091
N 1.6743 1.2702 -2.6230 -0.016 -0.052 0.013 0.172
C 1.2201 -0.1437 -2.9478 0.031 0.046 0.042 -0.483
C 1.7816 -0.5750 -4.2884 0.013 0.008 0.000 -0.081
P 1.9739 -1.1084 -1.5238 -0.155 -0.140 -0.091 0.300
O 3.4540 -0.5654 -1.6539 0.353 0.114 -0.148 -0.182
O 1.8516 -2.5533 -1.7761 0.025 0.029 -0.040 -0.277
O 1.3139 -0.4511 -0.3204 0.050 -0.174 0.049 -0.367
P -0.6206 -0.0025 -2.9383 -0.052 -0.092 -0.103 0.330
O -0.7792 1.2002 -4.0483 0.023 0.042 0.045 -0.163
O -1.2983 -1.2197 -3.4235 0.018 0.014 -0.027 -0.278
O -0.9445 0.6478 -1.6127 -0.121 -0.169 -0.148 -0.346
H 2.6942 1.2749 -2.5136 -0.009 0.002 -0.007 0.137
H 1.2675 1.5049 -1.7086 0.008 0.008 -0.001 0.110
H 1.3522 1.9449 -3.3178 -0.009 -0.016 0.008 0.138
H 2.8726 -0.6105 -4.2579 -0.001 0.004 -0.001 0.080
H 1.4581 0.0867 -5.0970 -0.004 0.000 0.001 0.074
H 1.4163 -1.5798 -4.4922 0.002 -0.001 0.000 0.089
H 3.8331 0.1147 -0.9666 -0.414 -0.246 0.316 0.028
H -1.3032 0.8610 -4.7818 0.022 -0.015 -0.024 0.068
Cl -7.2404 -3.9487 -0.8078 0.000 -0.004 -0.002 0.618
C -5.8740 -2.9359 -0.4127 0.012 0.019 0.006 -0.678
C -6.0973 -1.7204 0.2477 -0.031 0.002 0.005 -0.137
C -5.0407 -0.9144 0.5624 0.037 -0.003 -0.006 -0.564
Cl -5.3293 0.5851 1.3915 -0.011 0.003 0.003 0.689
C -3.6796 -1.2356 0.2386 -0.084 0.067 -0.054 -0.365
O -2.7453 -0.4255 0.5293 -0.139 -0.335 0.126 -0.146
C -3.5039 -2.4993 -0.4101 0.031 -0.039 0.005 -0.109
C -2.1984 -3.0301 -0.7131 -0.030 0.090 0.055 -0.155
O -1.1149 -2.4924 -0.4823 -0.090 -0.548 -0.426 -0.071
C -4.6025 -3.3182 -0.7278 -0.013 0.002 0.001 -0.072
H -7.1028 -1.4198 0.5085 0.001 0.000 0.000 0.101
H -2.1847 -4.0341 -1.1585 0.017 -0.019 -0.024 0.139
H -4.4258 -4.2633 -1.2271 0.005 0.001 -0.001 0.113
C 2.6225 5.4116 2.1944 0.005 -0.017 -0.014 -0.033
C 2.5889 4.9967 0.7495 0.014 0.018 -0.016 -0.206
C 1.5693 5.4523 -0.0841 0.017 0.008 -0.016 -0.081
C 1.5643 5.1342 -1.4283 -0.023 0.017 -0.014 -0.676
Cl 0.2740 5.7165 -2.4472 0.007 -0.008 0.010 0.643
C 2.5825 4.3761 -1.9853 -0.008 0.011 0.032 -0.131
C 3.5872 3.8989 -1.1617 -0.016 0.000 -0.044 -0.002
C 3.5836 4.1850 0.1990 0.020 0.014 -0.032 -0.251
O 4.6260 3.7315 0.9590 -0.011 0.087 0.051 -0.047
C 4.3221 2.6431 1.8346 0.003 -0.032 0.005 -0.086
C 4.0828 1.2814 1.1586 0.058 -0.056 0.016 -0.649
O 4.2057 1.2540 -0.1004 0.065 0.062 -0.140 -0.030
O 3.7938 0.3668 1.9343 -0.086 0.023 -0.035 0.006
H 2.0762 6.3444 2.3335 0.007 0.002 -0.002 0.078
H 3.6505 5.5495 2.5289 -0.001 -0.016 -0.001 0.088
H 2.1652 4.6623 2.8434 -0.012 -0.031 0.006 0.072
H 0.7805 6.0742 0.3204 -0.003 -0.002 -0.003 0.112
H 2.5876 4.1730 -3.0487 0.004 0.025 -0.014 0.098
H 4.3866 3.2784 -1.5408 0.003 0.012 0.018 0.122
H 3.4455 2.8645 2.4477 -0.031 0.022 0.009 0.108
H 5.1783 2.5474 2.5006 0.005 0.001 -0.012 0.131
```
Forces are in eV/Å.

Net charge: -1
Relative energy (zero: lowest compared OMol25 entry of this formula, charge and spin) (kcal/mol): 9.4
Lowest unoccupied orbital energy (alpha / beta) (eV): 2.4 / 2.3
2S+1: 4
HOMO level (alpha / beta) (eV): -4.102 / -5.756
Kohn-Sham gap (alpha / beta) (eV): 6.454 / 8.025
⟨S²⟩: 3.757
E_tot (eV): -134294.2752